Entry from the Open Molecules 2025 dataset: a molecular structure, C49H43As2N5O2PbS in a non-equilibrium geometry (ωB97M-V/def2-TZVPD).

```
! wB97M-V def2-TZVPD RIJCOSX def2/J DEFGRID3
* xyz 0 1
Pb -0.228 0.623 -1.898
N 2.499 1.045 -7.589
C 2.764 0.915 -6.238
C 3.462 1.913 -5.549
C 3.692 1.802 -4.190
C 3.238 0.687 -3.509
C 2.550 -0.311 -4.176
C 2.307 -0.202 -5.532
S 3.402 0.556 -1.729
O 4.603 1.211 -1.305
O 3.246 -0.825 -1.372
N 2.003 1.336 -1.333
C 1.913 2.653 -1.299
N 0.635 3.113 -1.306
C 0.430 4.414 -1.247
C 1.472 5.317 -1.150
C 2.746 4.754 -1.147
N 2.975 3.468 -1.254
H 3.116 1.660 -8.099
H 2.293 0.181 -8.067
H 3.823 2.772 -6.096
H 4.235 2.559 -3.644
H 2.255 -1.181 -3.609
H 1.768 -0.984 -6.051
H -0.606 4.734 -1.274
H 1.300 6.377 -1.078
H 3.629 5.375 -1.052
C -0.609 2.365 1.563
C -2.097 2.220 1.285
As -2.405 0.743 0.026
C -4.332 1.093 -0.302
C -5.227 1.227 0.756
C -6.568 1.467 0.517
C -7.038 1.562 -0.783
C -6.160 1.416 -1.843
C -4.815 1.187 -1.602
C -2.734 -0.858 1.104
C -2.931 -2.037 0.392
C -3.125 -3.238 1.050
C -3.141 -3.265 2.435
C -2.986 -2.090 3.153
C -2.782 -0.891 2.490
As 0.143 0.699 2.324
C 2.026 1.022 2.007
C 2.852 -0.093 1.940
C 4.209 0.046 1.721
C 4.756 1.308 1.570
C 3.939 2.423 1.616
C 2.582 2.279 1.830
C 0.046 1.337 4.210
C -0.594 0.529 5.145
C -0.761 0.944 6.456
C -0.274 2.177 6.855
C 0.384 2.984 5.942
C 0.540 2.564 4.633
H -0.434 3.220 2.226
H -0.076 2.531 0.625
H -2.489 3.129 0.806
H -2.658 2.074 2.218
H -4.876 1.134 1.778
H -7.253 1.577 1.345
H -8.085 1.749 -0.968
H -6.526 1.479 -2.857
H -4.124 1.071 -2.433
H -2.909 -2.001 -0.692
H -3.259 -4.150 0.484
H -3.275 -4.202 2.954
H -3.011 -2.113 4.235
H -2.646 0.018 3.070
H 2.415 -1.078 2.054
H 4.839 -0.828 1.654
H 5.815 1.427 1.402
H 4.359 3.409 1.471
H 1.955 3.164 1.837
H -0.959 -0.443 4.826
H -1.272 0.308 7.167
H -0.396 2.505 7.878
H 0.774 3.945 6.251
H 1.067 3.204 3.936
N -0.017 -1.146 -0.759
C 0.139 -2.388 -0.734
C -0.394 -3.281 -1.813
C -0.867 -4.549 -1.480
C -1.443 -5.364 -2.438
C -1.540 -4.931 -3.750
C -1.074 -3.672 -4.095
C -0.519 -2.851 -3.129
C 0.794 -3.132 0.364
C 0.487 -2.873 1.693
C 1.064 -3.631 2.698
C 1.952 -4.645 2.377
C 2.295 -4.878 1.054
C 1.717 -4.126 0.051
H -0.795 -4.888 -0.458
H -1.820 -6.342 -2.169
H -1.981 -5.566 -4.506
H -1.154 -3.330 -5.120
H -0.174 -1.856 -3.395
H -0.230 -2.096 1.924
H 0.814 -3.434 3.734
H 2.378 -5.257 3.158
H 3.001 -5.659 0.808
H 1.972 -4.310 -0.982
*
```

## Properties
DFT total energy: -200815.372 eV
E_LUMO: 0.1 eV

=====

Entry from the Open Molecules 2025 dataset: a molecular structure, C13H16B5F28Li3O7 in a non-equilibrium geometry (ωB97M-V/def2-TZVPD).

```
! wB97M-V def2-TZVPD RIJCOSX def2/J DEFGRID3
* xyz -2 1
Li -15.651 -4.155 -16.056
Li -15.223 -1.310 -13.321
Li -17.819 -0.772 -17.770
B -14.143 -5.477 -14.476
F -15.488 -5.737 -14.681
F -13.526 -5.088 -15.661
F -14.064 -4.399 -13.567
F -13.461 -6.550 -13.860
B -16.535 -1.970 -15.322
F -17.023 -1.787 -14.034
F -15.203 -2.419 -15.146
F -17.220 -2.833 -16.175
F -16.553 -0.698 -15.936
B -15.419 -4.809 -18.592
F -14.578 -5.896 -18.858
F -16.127 -4.456 -19.761
F -16.247 -5.271 -17.539
F -14.732 -3.705 -18.128
B -16.844 2.082 -18.001
F -15.713 1.297 -17.859
F -17.944 1.185 -17.958
F -16.903 3.058 -16.992
F -16.887 2.716 -19.251
B -13.612 0.658 -15.308
F -14.062 1.956 -15.559
F -13.497 -0.066 -16.485
F -12.234 0.761 -14.843
F -14.375 0.064 -14.283
C -19.565 -1.924 -11.432
C -20.605 -0.784 -11.358
C -21.316 -0.464 -12.674
O -22.668 -0.394 -12.267
C -22.841 -0.908 -11.049
O -23.912 -0.977 -10.518
O -21.658 -1.257 -10.523
H -18.739 -1.716 -12.116
H -20.005 -2.762 -11.984
H -19.220 -2.304 -10.476
H -20.177 0.132 -10.946
H -21.147 -1.245 -13.416
H -20.976 0.508 -13.014
C -18.216 -0.396 -7.714
C -17.770 0.590 -8.788
C -16.350 1.114 -8.619
O -15.683 0.563 -9.770
C -16.605 -0.054 -10.582
O -16.304 -0.620 -11.583
O -17.818 -0.023 -10.056
H -18.010 -0.071 -6.694
H -17.709 -1.349 -7.862
H -19.302 -0.438 -7.797
H -18.380 1.493 -8.706
H -15.819 0.657 -7.785
H -16.301 2.200 -8.691
C -19.296 4.268 -14.064
C -18.830 2.965 -13.427
C -18.934 1.813 -14.431
F -18.717 0.543 -13.975
F -20.067 1.803 -15.176
F -17.558 2.972 -12.991
F -19.604 2.787 -12.300
O -18.739 5.334 -13.296
C -19.134 6.601 -13.681
C -19.021 7.573 -12.509
F -19.239 8.818 -12.975
F -20.035 7.306 -11.617
F -18.226 7.014 -14.601
F -20.316 6.634 -14.307
H -20.380 4.360 -14.057
H -18.928 4.338 -15.092
H -18.119 1.942 -15.156
H -18.127 7.532 -11.892
*
```

## Properties
DFT total energy: -108202.180 eV
E_LUMO: 2.9 eV

=====

Entry from the Open Molecules 2025 dataset: 3 unconnected molecules or ions with the total composition C3H10O3 in a non-equilibrium geometry (ωB97M-V/def2-TZVPD).

```
! wB97M-V def2-TZVPD RIJCOSX def2/J DEFGRID3
* xyz 0 1
C -1.447 -0.585 -0.532
C -0.521 -0.507 0.450
C -0.260 -1.639 1.469
O 0.166 0.634 0.662
H -2.105 -1.457 -0.675
H -1.598 0.218 -1.254
H 0.633 -1.411 2.131
H -1.143 -1.480 2.191
H -0.421 -2.573 0.942
H 0.392 1.142 -0.120
O 1.645 -1.795 -1.211
H 0.714 -1.711 -1.484
H 1.846 -2.644 -1.642
O 0.038 3.448 -0.344
H 0.355 4.311 -0.058
H -0.302 3.525 -1.273
*
```

## Properties
Relative energy (zero: lowest compared OMol25 entry of this formula, charge and spin): 100.8 kJ/mol
DFT total energy: -9414.488 eV
SMILES: C=C(C)O.O.O
E_LUMO: 0.6 eV

=====

Entry from the Open Molecules 2025 dataset: C9H11N3 in the gas phase in a non-equilibrium geometry (ωB97M-V/def2-TZVPD).

```
! wB97M-V def2-TZVPD RIJCOSX def2/J DEFGRID3
* xyz 0 1
C -2.136 0.264 -0.954
C -1.128 0.766 -0.211
C -1.126 1.243 1.190
C 0.368 0.724 -0.760
N 0.833 2.018 -0.941
C 1.873 2.136 -0.186
C 2.417 0.866 0.415
C 1.449 -0.027 0.154
N 1.217 -1.325 0.421
C 0.201 -1.922 -0.403
C 0.343 -1.281 -1.822
N 0.398 -0.075 -2.000
H -1.757 0.065 -2.004
H -3.152 0.502 -0.760
H -2.066 1.437 1.790
H -0.550 2.205 1.120
H -0.345 0.555 1.758
H 2.319 3.143 -0.288
H 3.302 0.686 1.003
H 1.997 -1.789 0.880
H 0.278 -3.087 -0.387
H -0.907 -1.628 -0.166
H 0.454 -1.890 -2.726
*
```

## Properties
Relative energy (zero: lowest compared OMol25 entry of this formula, charge and spin): 401.1 kJ/mol
DFT total energy: -13978.142 eV
SMILES: C=C(C)[C@@]12N=CC=C1NCC=N2
E_LUMO: 0.7 eV

=====

Entry from the Open Molecules 2025 dataset: 3 unconnected molecules or ions with the total composition C4H15NO3 in a non-equilibrium geometry (ωB97M-V/def2-TZVPD).

```
! wB97M-V def2-TZVPD RIJCOSX def2/J DEFGRID3
* xyz 0 1
C 0.219 -2.278 1.493
C -0.882 -1.262 1.224
N -0.407 -0.246 0.286
C -1.388 0.829 0.012
C -0.684 1.991 -0.629
O -0.472 1.632 -2.024
H 0.985 -2.322 0.720
H 0.761 -2.037 2.409
H -0.124 -3.299 1.601
H -1.746 -1.791 0.805
H -1.162 -0.785 2.154
H -0.133 -0.677 -0.592
H -2.212 0.478 -0.619
H -1.737 1.125 0.984
H 0.311 2.189 -0.207
H -1.230 2.912 -0.599
H -0.476 2.420 -2.573
O 1.361 -0.529 -2.204
H 0.819 0.240 -2.440
H 1.886 -0.228 -1.448
O 2.317 0.393 0.281
H 2.659 0.946 0.987
H 1.336 0.299 0.377
*
```

## Properties
Relative energy (zero: lowest compared OMol25 entry of this formula, charge and spin): 45.3 kJ/mol
DFT total energy: -12023.749 eV
SMILES: CCNCCO.O.O
E_LUMO: 0.7 eV

=====

Entry from the Open Molecules 2025 dataset: C7H7N3O4 in the gas phase in a non-equilibrium geometry (ωB97M-V/def2-TZVPD).

```
! wB97M-V def2-TZVPD RIJCOSX def2/J DEFGRID3
* xyz 0 1
N -1.430 -1.781 -0.719
C -1.335 -0.475 -0.234
C 0.131 0.009 0.097
C 1.127 -0.143 -0.878
C 2.441 0.254 -0.618
C 2.785 0.812 0.636
C 1.756 0.932 1.622
C 0.440 0.513 1.338
N -2.072 -0.407 1.029
O -2.264 -1.441 1.549
O -2.280 0.668 1.507
N -1.800 0.550 -1.256
O -1.101 0.555 -2.291
O -2.767 1.231 -1.063
H -2.367 -2.025 -1.037
H -0.745 -2.049 -1.533
H 0.910 -0.462 -1.888
H 3.138 0.114 -1.420
H 3.867 1.001 0.680
H 2.001 1.291 2.570
H -0.434 0.853 1.910
*
```

## Properties
Relative energy (zero: lowest compared OMol25 entry of this formula, charge and spin): 35.5 kJ/mol
DFT total energy: -20025.872 eV
SMILES: NC(c1ccccc1)([N+](=O)[O-])[N+](=O)[O-]
E_LUMO: -0.4 eV

=====

Entry from the Open Molecules 2025 dataset: 5 unconnected molecules or ions with the total composition C33H78BrFNO13P2S4 in a non-equilibrium geometry (ωB97M-V/def2-TZVPD).

```
! wB97M-V def2-TZVPD RIJCOSX def2/J DEFGRID3
* xyz 1 1
C 14.703 -2.888 0.419
C 14.023 -1.898 -0.543
C 12.535 -2.195 -0.788
C 12.016 -1.511 -2.071
C 11.040 -0.355 -1.840
C 9.768 -0.723 -1.069
C 8.876 0.532 -0.903
C 7.639 0.493 -1.801
C 6.628 -0.584 -1.356
C 5.132 -0.154 -1.502
C 4.501 -0.882 -2.682
C 2.979 -0.675 -2.904
C 2.156 -0.195 -1.693
C 0.751 -0.854 -1.740
C -0.296 -0.057 -0.951
C -1.496 -0.948 -0.634
C -2.710 -0.159 -0.091
C -3.803 -0.043 -1.186
P -4.838 -1.497 -1.276
F -4.030 -2.573 -2.063
N -6.188 -1.101 -2.134
C -7.024 -2.293 -2.529
C -8.508 -1.922 -2.635
C -9.444 -2.928 -1.916
P -5.384 -2.275 0.759
O -6.121 -3.696 0.522
Br -7.002 -0.861 1.250
H 14.824 -2.440 1.404
H 14.169 -3.834 0.486
H 15.702 -3.120 0.049
H 14.163 -0.874 -0.190
H 14.527 -1.945 -1.510
H 12.467 -3.280 -0.880
H 11.955 -1.903 0.088
H 11.579 -2.262 -2.730
H 12.879 -1.096 -2.596
H 10.715 -0.017 -2.832
H 11.544 0.499 -1.384
H 9.229 -1.532 -1.561
H 10.093 -1.031 -0.075
H 9.470 1.405 -1.184
H 8.605 0.661 0.147
H 7.168 1.473 -1.858
H 8.003 0.209 -2.793
H 6.775 -1.472 -1.971
H 6.799 -0.892 -0.323
H 5.124 0.927 -1.639
H 4.660 -0.391 -0.550
H 4.737 -1.945 -2.677
H 4.999 -0.489 -3.574
H 2.770 -0.027 -3.755
H 2.569 -1.650 -3.183
H 2.588 -0.485 -0.741
H 1.977 0.878 -1.779
H 0.862 -1.809 -1.216
H 0.439 -1.004 -2.773
H -0.646 0.743 -1.614
H 0.125 0.382 -0.047
H -1.776 -1.433 -1.573
H -1.213 -1.755 0.042
H -2.436 0.818 0.293
H -3.110 -0.725 0.750
H -4.422 0.847 -1.070
H -3.332 0.023 -2.174
H -5.895 -0.675 -3.014
H -6.665 -2.632 -3.500
H -6.887 -3.127 -1.841
H -8.688 -0.923 -2.244
H -8.787 -1.927 -3.687
H -9.980 -2.433 -1.108
H -8.882 -3.756 -1.480
H -10.168 -3.348 -2.608
H -7.054 -3.573 0.285
O -4.707 -2.580 -7.383
S -3.949 -3.783 -7.213
O -4.423 -4.807 -6.333
O -2.465 -3.383 -6.783
C -2.347 -2.488 -5.667
C -2.558 -3.197 -4.342
C -3.559 -4.481 -8.777
H -3.044 -1.655 -5.789
H -1.341 -2.076 -5.717
H -3.585 -3.538 -4.240
H -2.327 -2.522 -3.525
H -1.915 -4.074 -4.269
H -3.153 -3.702 -9.416
H -4.485 -4.871 -9.194
H -2.842 -5.284 -8.631
O -10.335 4.335 3.843
S -10.315 4.477 2.421
O -11.474 4.174 1.645
O -9.080 3.635 1.850
C -8.986 2.261 2.257
C -9.948 1.367 1.494
C -9.722 6.074 1.987
H -9.138 2.178 3.334
H -7.956 1.967 2.053
H -10.981 1.589 1.759
H -9.758 0.317 1.725
H -9.846 1.521 0.419
H -8.810 6.273 2.543
H -10.496 6.788 2.260
H -9.543 6.103 0.916
O -2.263 0.304 2.906
S -1.660 0.912 4.062
O -0.306 1.364 4.005
O -1.843 -0.054 5.302
C -1.418 -1.428 5.166
C 0.084 -1.581 5.294
C -2.673 2.224 4.649
H -1.783 -1.838 4.223
H -1.918 -1.966 5.969
H 0.602 -1.125 4.451
H 0.351 -2.637 5.329
H 0.442 -1.093 6.200
H -3.695 1.866 4.736
H -2.613 3.032 3.923
H -2.286 2.554 5.611
O -0.547 6.164 5.255
S 0.338 5.071 5.521
O -0.078 4.000 6.375
O 1.723 5.645 6.039
C 1.698 6.573 7.147
C 1.508 5.875 8.478
C 0.919 4.402 4.003
H 0.930 7.329 6.979
H 2.661 7.077 7.123
H 0.513 5.439 8.558
H 1.636 6.587 9.294
H 2.230 5.067 8.595
H 1.272 5.212 3.371
H 0.076 3.896 3.541
H 1.712 3.689 4.208
*
```

## Properties
DFT total energy: -198266.391 eV
E_LUMO: -3.6 eV

=====

Entry from the Open Molecules 2025 dataset: a molecular structure, C34H37BaF3N5O4S2Si in a non-equilibrium geometry (ωB97M-V/def2-TZVPD).

```
! wB97M-V def2-TZVPD RIJCOSX def2/J DEFGRID3
* xyz -1 1
Ba 0.271 -0.157 -0.018
S -0.745 -2.574 1.389
C -1.628 -3.456 0.183
N -2.195 -4.580 0.479
N -3.025 -5.130 -0.477
C -3.932 -4.524 -1.336
C -4.321 -3.184 -1.217
C -5.271 -2.655 -2.076
C -5.858 -3.428 -3.073
C -5.491 -4.765 -3.177
C -4.547 -5.311 -2.317
N -1.753 -3.147 -1.218
N -1.131 -2.227 -1.724
C -1.248 -2.282 -3.179
C -2.205 -3.052 -3.838
C -2.210 -3.113 -5.222
C -1.260 -2.409 -5.962
C -0.328 -1.627 -5.304
C -0.327 -1.557 -3.915
H -3.075 -6.126 -0.408
H -3.876 -2.562 -0.448
H -5.553 -1.613 -1.967
H -6.588 -3.001 -3.749
H -5.939 -5.393 -3.940
H -4.265 -6.357 -2.411
H -2.935 -3.604 -3.258
H -2.958 -3.716 -5.724
H -1.250 -2.475 -7.044
H 0.406 -1.064 -5.868
H 0.420 -0.976 -3.392
C -1.837 0.083 3.785
Si -1.146 1.736 3.266
C -2.126 2.974 4.305
C 0.602 1.831 3.988
N -1.140 1.822 1.567
C -1.517 2.902 0.817
C -1.741 4.205 1.346
C -2.191 5.273 0.582
C -2.422 5.116 -0.776
C -2.187 3.866 -1.346
C -1.749 2.799 -0.585
O -1.542 1.514 -1.145
C -1.849 1.360 -2.482
C -3.002 0.675 -2.818
C -3.314 0.473 -4.158
C -2.478 0.966 -5.152
C -1.320 1.652 -4.800
C -1.003 1.851 -3.464
H -1.810 -0.028 4.880
H -1.279 -0.752 3.348
H -2.878 -0.020 3.454
H -2.295 2.540 5.299
H -3.104 3.199 3.859
H -1.599 3.926 4.440
H 0.607 2.252 5.002
H 1.262 2.439 3.357
H 1.016 0.815 4.050
H -1.546 4.356 2.400
H -2.366 6.234 1.057
H -2.773 5.935 -1.392
H -2.369 3.734 -2.404
H -3.638 0.301 -2.023
H -4.213 -0.075 -4.422
H -2.713 0.798 -6.196
H -0.649 2.025 -5.567
H -0.106 2.389 -3.173
O 2.346 -0.614 0.924
S 2.769 0.712 1.541
C 3.699 0.214 3.016
C 4.884 1.155 3.102
C 5.481 1.170 1.693
C 4.309 1.237 0.708
H 3.990 -0.822 2.826
H 3.039 0.254 3.880
H 5.614 0.833 3.843
H 4.545 2.156 3.387
H 6.052 0.256 1.531
H 6.158 2.013 1.556
H 4.420 0.570 -0.147
H 4.124 2.246 0.341
F 3.833 0.430 -3.363
C 3.120 1.402 -2.790
F 3.981 2.314 -2.318
F 2.395 1.999 -3.760
C 2.159 0.856 -1.679
O 1.822 1.689 -0.802
O 1.791 -0.335 -1.828
*
```

## Properties
DFT total energy: -89896.956 eV
E_LUMO: 2.1 eV

=====

Entry from the Open Molecules 2025 dataset: a gas-phase ion, C5H8NO (charge +1) in a non-equilibrium geometry (ωB97M-V/def2-TZVPD).

```
! wB97M-V def2-TZVPD RIJCOSX def2/J DEFGRID3
* xyz 1 1
N 1.264 0.826 -1.934
C 0.451 0.138 -0.823
C -0.864 0.342 -0.795
C -1.414 -0.190 0.433
C -0.400 -0.190 1.337
C -0.366 -1.051 2.528
O 0.618 -1.367 3.134
H 0.624 1.365 -2.558
H 1.523 0.083 -2.683
H 2.193 1.283 -1.629
H 1.092 -0.508 -0.226
H -1.464 1.042 -1.517
H -2.415 -0.479 0.631
H 0.553 0.280 1.209
H -1.395 -1.573 2.892
*
```

## Properties
Relative energy (zero: lowest compared OMol25 entry of this formula, charge and spin): 281.6 kJ/mol
DFT total energy: -8841.842 eV
SMILES: [NH3+]/C=C/C=C/C=O
E_LUMO: -4.5 eV